The following is a DFT calculation (ωB97M-V with the def2-TZVPD basis set) of one molecule with the formula C10H15ClN4OS.

```
! RIJCOSX wB97M-V def2-TZVPD def2/J DEFGRID3
* xyz 0 1
C -1.11210 -4.06286 0.04762
N -2.10813 -3.04119 0.21583
C -1.84605 -1.72509 0.24032
N -2.89605 -0.92694 0.47741
C -2.63625 0.35976 0.49390
Cl -3.99890 1.35178 0.84179
C -1.39157 0.92870 0.25669
S -1.24997 2.69778 0.39485
C -1.96999 3.19186 -1.20670
C -0.34054 0.00334 0.00768
N 0.94854 0.29148 -0.26832
C 1.94237 -0.76520 -0.19824
C 3.20895 -0.22531 0.49688
O 2.87683 0.74828 1.45398
C 2.34512 1.91917 0.86377
C 1.55523 1.59018 -0.41349
N -0.60998 -1.30890 0.01093
H -0.88331 -4.55756 0.99611
H -0.21112 -3.58881 -0.33384
H -1.46180 -4.81082 -0.66523
H -3.05016 -3.30300 0.45778
H -1.89729 4.27327 -1.25280
H -1.40462 2.73851 -2.01625
H -3.01002 2.88372 -1.24186
H 2.18383 -1.12575 -1.20570
H 1.51009 -1.58669 0.37264
H 3.70923 -1.02729 1.04192
H 3.91504 0.18776 -0.23922
H 1.68735 2.36284 1.61492
H 3.15463 2.62710 0.63008
H 2.22921 1.54073 -1.27700
H 0.81144 2.35916 -0.59644
*
```

Calculated values
SMILES: CNc1nc(Cl)c(SC)c(N2CCOCC2)n1
E_HOMO: -8.028 eV
E_LUMO: 0.760 eV

Results of the natural (NBO) charge analysis, in e, for atoms 1 through 2: atom 1 (C): -0.4153, atom 2 (N): -0.5698

***

The following is a DFT calculation (ωB97M-V with the def2-TZVPD basis set) of C9H10F3NTb as an isolated structure.

```
! RIJCOSX wB97M-V def2-TZVPD def2/J DEFGRID3
* xyz -1 7
C -1.89646 0.90536 -0.48191
C -1.47291 -0.32013 -1.07381
C -0.41785 -0.03414 -1.98966
C -0.19110 1.37696 -1.96987
C -1.11401 1.95829 -1.04655
Tb 0.43297 0.45869 0.37497
C 0.59328 -1.98505 0.92072
C -0.40073 -1.41032 1.60758
C -1.27282 -1.26515 2.59836
N -0.05167 1.55216 2.07463
H 0.04778 -0.74327 -2.67436
H -1.92259 -1.30292 -0.91061
H 0.49076 1.91097 -2.63346
H -1.25109 3.02741 -0.87116
H -2.74362 1.02062 0.19734
H 0.41920 -2.54464 -0.01170
H 0.05201 2.17681 2.88757
H 1.61322 -2.12460 1.33438
H -1.64271 -2.09194 3.22117
H -1.68081 -0.27741 2.84780
F 2.70041 -0.08065 -2.31338
C 2.72000 -0.06017 -0.92781
F 3.45991 -1.17757 -0.56744
F 3.52882 1.03071 -0.59282
*
```

Calculated values
E_HOMO (alpha / beta): -2.838 / -3.759 eV
E_LUMO (alpha / beta): 2.980 / 3.022 eV

Results of the Löwdin charge analysis, in e, for atoms 1 through 2: atom 1 (C): -0.2424, atom 2 (C): -0.2599

***

The following is a DFT calculation (ωB97M-V with the def2-TZVPD basis set) of a 3-piece molecular cluster, C2H10N2O2 overall.

```
! RIJCOSX wB97M-V def2-TZVPD def2/J DEFGRID3
* xyz 1 2
C 1.03332 0.79160 1.24517
N -1.02764 2.74030 1.09585
C -1.06441 1.55869 0.48165
N -0.27958 0.53542 0.73120
H 1.65822 -0.06274 1.06344
H 1.08451 0.97391 2.31662
H 1.49927 1.59454 0.68888
H -1.92202 3.21071 1.20135
H -0.49761 2.79272 1.94868
H -1.82892 1.49336 -0.27939
H -0.66283 -2.75267 -1.36988
H -1.83707 -2.02059 -1.91113
O -1.61233 -2.65704 -1.21931
H 2.45338 -2.59726 -1.05935
H 3.11412 -1.29373 -1.36082
O 2.51464 -1.93546 -1.75723
*
```

Calculated values
Energy above the lowest of the compared OMol25 structures with the same formula, charge and spin: 73.8 kJ/mol
E_HOMO (alpha / beta): -14.184 / -14.173 eV
E_LUMO (alpha / beta): -4.602 / -8.253 eV

Results of the natural (NBO) charge analysis, in e, for atoms 1 through 2: atom 1 (C): -0.5244, atom 2 (N): -0.6418

***

The following is a DFT calculation (ωB97M-V with the def2-TZVPD basis set) of C22H39N5OPtS as an isolated structure.

```
! RIJCOSX wB97M-V def2-TZVPD def2/J DEFGRID3
* xyz 0 5
Pt 0.42058 0.35295 0.77436
C 1.49023 -1.51980 3.14534
C 2.78690 -0.65871 3.06954
N 2.90571 0.09899 1.83215
C 3.90913 -0.34213 0.87377
C 3.36402 -0.40822 -0.56518
N 2.03655 -1.01113 -0.65263
C 1.95620 -2.44368 -0.42819
C 1.83774 -2.81294 1.06932
N 0.99616 -1.89048 1.82280
H 0.70131 -0.93840 3.62264
H 1.69804 -2.39814 3.77462
H 3.65456 -1.31525 3.18856
H 2.78029 0.01303 3.92898
H 2.95235 1.09453 2.01441
H 4.25949 -1.33626 1.15678
H 4.78912 0.31153 0.86856
H 4.10122 -0.95270 -1.17572
H 3.28718 0.60237 -0.96121
H 1.62100 -0.77708 -1.54426
H 2.83331 -2.96876 -0.83434
H 1.07199 -2.81155 -0.94873
H 2.83247 -2.81008 1.51535
H 1.46510 -3.84105 1.13366
H 0.04370 -2.22066 1.88406
C 1.46695 3.91229 2.69981
O 1.39832 2.50442 2.58804
C 0.19517 1.89477 2.20577
C -1.06059 2.65066 2.51921
H 1.03830 4.39672 1.81782
H 2.52221 4.17352 2.76953
H 0.95393 4.27464 3.59525
H -1.06925 3.00410 3.56068
H -1.92123 1.99978 2.37709
H -1.19823 3.54091 1.88242
S 1.24399 2.37198 -0.81702
C -0.06221 3.21970 -1.40603
N -1.35478 2.86440 -1.30939
C -2.25172 3.93271 -1.72859
C -1.28556 5.07628 -2.09065
N 0.01334 4.40748 -2.06778
H -1.60561 2.17041 -0.61757
H -2.94110 4.21856 -0.93479
H -2.83827 3.61824 -2.59393
H -1.33584 5.88980 -1.36235
H -1.49128 5.48660 -3.07837
H 0.86285 4.93639 -1.97470
C -3.23985 -0.17877 -1.35836
C -1.91557 -0.97253 -1.21396
C -0.94500 -0.59342 -2.36238
C -1.33047 -0.65265 0.14214
C -2.22251 -2.46737 -1.40697
C -1.70681 -3.43390 -0.54919
C -1.87910 -4.78968 -0.79433
C -2.58267 -5.21120 -1.91155
C -3.12910 -4.26132 -2.76225
C -2.95217 -2.90886 -2.51110
H -3.10242 0.84103 -0.99294
H -4.02645 -0.63805 -0.75868
H -3.57303 -0.13005 -2.39798
H -0.32580 0.25340 -2.07264
H -1.48518 -0.33986 -3.27752
H -0.28757 -1.43554 -2.59270
H -1.98699 -0.98511 0.95566
H -1.15784 -3.10550 0.32309
H -1.45431 -5.51470 -0.10984
H -2.69365 -6.26793 -2.11914
H -3.68909 -4.57850 -3.63374
H -3.38817 -2.19024 -3.19471
*
```

Calculated values
Energy above the lowest of the compared OMol25 structures with the same formula, charge and spin: 0.0 kJ/mol
E_HOMO (alpha / beta): -4.642 / -7.256 eV
E_LUMO (alpha / beta): 0.498 / 0.408 eV

Results of the natural (NBO) charge analysis, in e, for atoms 1 through 2: atom 1 (Pt): 0.8527, atom 2 (C): -0.2259

***

The following is a DFT calculation (ωB97M-V with the def2-TZVPD basis set) of C27H23FeN5S2 as an isolated structure.

```
! RIJCOSX wB97M-V def2-TZVPD def2/J DEFGRID3
* xyz 1 6
Fe 0.48989 -0.25221 -0.28269
C 0.30222 2.93520 -0.29042
N 0.69582 1.67049 -0.91875
C 1.41977 1.68926 -2.00192
C 1.84081 0.48374 -2.59821
C 2.57240 0.19683 -3.75226
C 2.64127 -1.19408 -3.83154
C 1.95615 -1.69755 -2.72500
N 1.47040 -0.69553 -1.97393
C 0.85278 3.03947 1.10883
C 1.85893 3.94326 1.41624
C 2.39492 3.98884 2.69664
C 1.92983 3.12701 3.67679
C 0.91262 2.22869 3.38034
C 0.37513 2.19542 2.10517
H -0.78975 3.00239 -0.26602
H 0.66736 3.76216 -0.90472
H 1.70539 2.64189 -2.44632
H 2.99334 0.91490 -4.43677
H 3.13251 -1.77774 -4.59145
H 1.82144 -2.72907 -2.43830
H 2.23641 4.61013 0.65039
H 3.17966 4.69678 2.92577
H 2.35041 3.15976 4.67262
H 0.53448 1.56350 4.14628
H -0.44440 1.51233 1.89453
S 3.28891 -0.94173 3.15358
C 4.22552 -0.25302 1.89641
C 3.50107 -0.03638 0.76098
C 2.14163 -0.43145 0.89789
C 1.90272 -0.94855 2.14175
C 0.56297 -1.35931 2.52457
C 0.22222 -1.89389 3.76413
C -1.09291 -2.21705 4.02574
C -2.05589 -1.99938 3.04591
C -1.64613 -1.47404 1.83899
N -0.37278 -1.16578 1.56701
H 5.27117 -0.04957 2.06424
H 3.93036 0.38166 -0.13836
H 0.99164 -2.04849 4.50797
H -1.37108 -2.63180 4.98508
H -3.09783 -2.22524 3.21367
H -2.36560 -1.27710 1.05535
N -5.39045 -2.97591 -3.39114
C -5.06978 -1.67157 -3.31329
S -5.99522 -0.47846 -3.93811
C -3.77391 -1.37034 -2.57209
C -2.93927 -2.35907 -2.04701
C -1.78950 -1.98836 -1.37887
N -1.42969 -0.71045 -1.21123
C -2.21693 0.24086 -1.72632
C -3.38678 -0.04446 -2.40084
H -6.21502 -3.21977 -3.91570
H -4.77242 -3.72059 -3.12675
H -3.14167 -3.41600 -2.13268
H -1.12919 -2.74257 -0.96739
H -1.88534 1.26268 -1.59859
H -4.00061 0.74926 -2.80018
*
```

Calculated values
Energy above the lowest of the compared OMol25 structures with the same formula, charge and spin: 20.2 kJ/mol
E_HOMO (alpha / beta): -10.897 / -10.842 eV
E_LUMO (alpha / beta): -3.545 / -4.059 eV

Results of the natural (NBO) charge analysis, in e, for atoms 1 through 2: atom 1 (Fe): 1.8211, atom 2 (C): -0.2570

***

The following is a DFT calculation (ωB97M-V with the def2-TZVPD basis set) of a 2-piece molecular cluster, C3H6NO2 overall.

```
! RIJCOSX wB97M-V def2-TZVPD def2/J DEFGRID3
* xyz -1 1
C 0.42037 -1.36303 1.51594
C 0.83529 -0.23573 0.91371
N 0.21801 1.03119 1.02273
H -0.52070 -1.39254 2.06553
H 0.88753 -2.32083 1.34253
H 1.77062 -0.29978 0.37125
H -0.76404 0.80330 1.04409
H 0.46993 1.51320 0.16559
O -0.59924 1.69024 -1.64333
C -0.82283 0.55255 -2.14055
O -0.15076 -0.06019 -2.98248
H -1.74417 0.08161 -1.67501
*
```

Calculated values
Energy above the lowest of the compared OMol25 structures with the same formula, charge and spin: 105.3 kJ/mol
E_HOMO: -4.241 eV
E_LUMO: 4.169 eV

Results of the natural (NBO) charge analysis, in e, for atoms 1 through 2: atom 1 (C): -0.5620, atom 2 (C): 0.0419

***

no.,strongest force on any atom (eV/A)
1,1.0
2,3.2
3,1.5
4,0.7
5,0.6
6,2.0